Arrangement 1

Computed, not measured: a gas-phase ion, C6H11N2S (charge +1), with ωB97M-V/def2-TZVPD.

The calculation puts the HOMO-LUMO gap at 9.74 eV. Its charge is +1. For the HOMO energy, the calculation gives -14.06 eV.

Geometry as XYZ:
```
20
C6H11N2S, DFT ωB97M-V/def2-TZVPD
C -0.843 -0.433 2.769
C -1.059 0.639 1.640
N -2.222 0.987 1.172
C 0.168 1.370 0.923
C 0.463 0.491 -0.363
N 0.303 0.832 -1.622
C 0.647 -0.298 -2.535
C 1.608 -1.409 -1.891
S 1.057 -1.225 -0.108
H -0.139 -0.122 3.584
H -1.864 -0.662 3.199
H -0.495 -1.410 2.304
H -2.899 0.421 1.702
H 1.063 1.465 1.594
H -0.128 2.416 0.601
H -0.052 1.762 -1.854
H 0.768 -0.059 -3.624
H -0.342 -0.869 -2.541
H 2.710 -1.305 -2.070
H 1.155 -2.348 -2.332
```

---

Arrangement 2

Computed, not measured: a molecular structure, C6H11N2S, with ωB97M-V/def2-TZVPD.

The calculation puts the HOMO-LUMO gap at 9.37 eV. Its charge is +1. For the HOMO energy, the calculation gives -14.01 eV.

Geometry as XYZ:
```
20
C6H11N2S, DFT ωB97M-V/def2-TZVPD
C 1.081 0.315 0.329
C 0.727 -3.500 -1.800
C 0.444 2.222 1.689
C -1.175 0.545 1.108
C -0.345 1.983 -0.735
C 0.032 1.244 0.552
N 1.227 -2.487 -1.556
N 0.181 -4.652 -2.011
S 1.960 -0.839 -0.083
H 1.008 1.741 2.590
H 1.096 3.050 1.249
H -0.430 2.674 2.185
H -1.172 0.521 2.222
H -1.231 -0.503 0.688
H -2.082 1.139 0.834
H 0.564 2.515 -0.932
H -1.089 2.776 -0.401
H -0.790 1.400 -1.478
H 0.833 -5.358 -2.061
H -0.840 -4.787 -2.388
```

---

Stability check: which of them is least stable? arrangement 2.

---

Arrangement 1

Computed, not measured: a molecular structure, C20H40N4O7PtSi4, with ωB97M-V/def2-TZVPD.

The calculation puts the HOMO-LUMO gap (spin up / spin down) at 6.03 / 5.98 eV. The spin multiplicity is 5. Its charge is +2. For the HOMO energy (spin up / spin down), the calculation gives -11.76 / -13.79 eV.

Geometry as XYZ:
```
76
C20H40N4O7PtSi4, DFT ωB97M-V/def2-TZVPD
Pt -1.599 -0.870 -0.521
O 2.738 -0.600 -0.120
C 1.781 -0.107 0.570
O 1.009 -0.863 1.279
C 1.514 1.304 0.484
C 2.601 2.160 0.319
C 2.405 3.516 0.294
C 1.131 4.053 0.364
C 0.042 3.215 0.435
C 0.148 1.778 0.531
O -0.869 1.030 0.639
N -1.256 3.889 0.383
O -1.305 5.060 0.646
O -2.252 3.248 0.022
N 3.562 4.413 0.170
O 3.339 5.600 0.173
O 4.649 3.890 0.069
H 3.606 1.769 0.248
H 0.998 5.125 0.327
N -5.306 2.342 -1.683
C -5.094 1.904 -0.256
C -4.332 0.588 -0.241
N -3.041 0.711 -0.940
C -3.256 1.121 -2.337
C -4.000 2.445 -2.429
H -5.784 3.245 -1.699
H -5.924 1.679 -2.158
H -6.069 1.814 0.219
H -4.520 2.696 0.225
H -4.915 -0.208 -0.713
H -4.156 0.300 0.794
H -2.492 1.442 -0.460
H -3.808 0.329 -2.852
H -2.296 1.226 -2.838
H -4.221 2.714 -3.460
H -3.439 3.246 -1.949
C -0.813 -5.925 -1.384
Si -0.906 -4.096 -1.757
C 0.240 -3.571 -3.135
C -2.658 -3.512 -2.123
Si 0.254 -2.101 0.203
Si 3.924 -2.024 -0.025
C 3.271 -3.665 -0.581
C 4.449 -2.078 1.754
C 5.181 -1.350 -1.197
Si -0.850 -3.517 2.016
C -2.610 -3.888 1.550
C -0.673 -2.356 3.455
C 0.241 -5.018 2.067
H -1.083 -6.483 -2.286
H -1.508 -6.221 -0.598
H 0.192 -6.237 -1.097
H -0.195 -3.884 -4.090
H 1.227 -4.027 -3.057
H 0.362 -2.486 -3.169
H -2.885 -3.594 -3.189
H -2.718 -2.442 -1.870
H -3.418 -4.045 -1.553
H 2.368 -4.026 -0.089
H 4.086 -4.347 -0.305
H 3.140 -3.721 -1.661
H 3.942 -2.871 2.307
H 4.299 -1.134 2.281
H 5.518 -2.302 1.794
H 4.798 -1.373 -2.219
H 6.085 -1.963 -1.187
H 5.467 -0.328 -0.950
H -3.115 -3.006 1.155
H -3.151 -4.221 2.441
H -2.668 -4.686 0.811
H -1.030 -1.354 3.217
H 0.362 -2.285 3.792
H -1.275 -2.748 4.281
H 0.180 -5.605 1.152
H -0.119 -5.648 2.889
H 1.284 -4.777 2.276
```

---

Arrangement 2

Computed, not measured: a molecular structure, C20H40N4O7PtSi4, with ωB97M-V/def2-TZVPD.

The calculation puts the HOMO-LUMO gap (spin up / spin down) at 7.15 / 5.69 eV. The spin multiplicity is 5. Its charge is +2. For the HOMO energy (spin up / spin down), the calculation gives -12.38 / -13.66 eV.

Geometry as XYZ:
```
76
C20H40N4O7PtSi4, DFT ωB97M-V/def2-TZVPD
Pt -0.580 -0.741 -0.973
O -0.510 -0.449 1.956
C -1.618 -0.044 1.368
O -2.286 -0.796 0.655
C -1.880 1.419 1.396
C -2.512 2.097 2.413
C -2.689 3.465 2.288
C -2.285 4.149 1.162
C -1.688 3.438 0.139
C -1.397 2.064 0.228
O -0.666 1.447 -0.671
N -1.380 4.166 -1.094
O -1.687 3.622 -2.148
O -0.865 5.248 -1.004
N -3.349 4.203 3.376
O -3.582 3.582 4.389
O -3.458 5.399 3.239
H -2.870 1.594 3.302
H -2.451 5.214 1.074
N -3.782 0.551 -4.867
C -4.354 -0.388 -3.835
C -3.227 -1.114 -3.113
N -2.266 -0.178 -2.516
C -1.708 0.716 -3.545
C -2.784 1.510 -4.258
H -4.536 1.068 -5.324
H -3.320 0.008 -5.601
H -5.027 -1.078 -4.340
H -4.933 0.230 -3.148
H -2.687 -1.768 -3.802
H -3.661 -1.744 -2.337
H -2.750 0.380 -1.812
H -1.153 0.097 -4.257
H -1.019 1.415 -3.078
H -2.376 2.130 -5.053
H -3.335 2.146 -3.566
C 1.194 -4.142 -0.311
Si 1.284 -3.416 1.404
C 2.932 -3.700 2.207
C -0.184 -3.775 2.483
Si 0.844 -0.984 0.890
Si 2.924 -0.676 -0.934
C 4.539 -1.550 -0.638
C 2.185 -1.199 -2.576
C 2.935 1.186 -0.827
Si 2.133 0.177 2.789
C 3.964 -0.076 2.601
C 1.480 -0.665 4.308
C 1.556 1.934 2.553
H 0.914 -5.197 -0.234
H 2.164 -4.087 -0.808
H 0.448 -3.651 -0.940
H 3.071 -4.780 2.324
H 2.998 -3.257 3.201
H 3.756 -3.331 1.596
H -0.279 -4.862 2.576
H -1.115 -3.391 2.063
H -0.055 -3.359 3.482
H 4.433 -2.625 -0.791
H 4.953 -1.374 0.353
H 5.267 -1.186 -1.370
H 2.376 -2.245 -2.814
H 2.573 -0.569 -3.381
H 1.085 -1.064 -2.599
H 3.348 1.575 0.102
H 1.922 1.579 -0.953
H 3.548 1.573 -1.648
H 4.224 -1.133 2.529
H 4.445 0.314 3.504
H 4.393 0.458 1.754
H 1.846 -1.689 4.398
H 0.392 -0.666 4.348
H 1.849 -0.114 5.180
H 2.330 2.622 2.904
H 0.645 2.112 3.127
H 1.352 2.174 1.509
```

---

Stability check: which of them is least stable? arrangement 2.

---

Arrangement 1

Computed, not measured: a single C7H14OS molecule, with ωB97M-V/def2-TZVPD.

The calculation puts the HOMO-LUMO gap at 9.46 eV. For the HOMO energy, the calculation gives -8.62 eV.

Geometry as XYZ:
```
23
C7H14OS, DFT ωB97M-V/def2-TZVPD
C -0.905 -0.894 -0.626
C 0.516 -0.624 -1.009
C -1.589 0.460 -0.497
C 1.100 0.258 0.039
C -2.741 0.744 0.458
C 1.355 -0.471 1.454
C 2.279 0.978 -0.596
O 0.002 2.713 -0.401
S -0.212 1.560 0.454
H -1.408 -1.299 -1.443
H -0.882 -1.349 0.306
H 1.106 -1.581 -1.019
H 0.507 0.045 -1.875
H -1.852 0.926 -1.423
H -3.588 0.071 0.280
H -3.144 1.714 0.126
H -2.407 0.571 1.433
H 1.180 -1.509 1.298
H 0.551 -0.057 2.140
H 2.319 -0.048 1.839
H 2.638 1.916 0.000
H 1.890 1.493 -1.438
H 3.165 0.354 -0.966
```

---

Arrangement 2

Computed, not measured: a single C7H14OS molecule, with ωB97M-V/def2-TZVPD.

The calculation puts the HOMO-LUMO gap at 9.68 eV. For the HOMO energy, the calculation gives -8.86 eV.

Geometry as XYZ:
```
23
C7H14OS, DFT ωB97M-V/def2-TZVPD
C -2.991 -0.204 0.023
C -2.310 1.101 0.329
C -1.586 -0.021 -0.436
C 1.028 1.185 0.798
C 2.221 -0.971 0.725
C 1.495 -0.164 -1.544
C 1.211 -0.159 0.027
O -0.568 -2.305 -0.244
S -0.421 -1.044 0.517
H -3.343 -0.790 0.903
H -3.699 -0.347 -0.741
H -2.637 1.852 -0.335
H -1.956 1.252 1.263
H -1.450 0.099 -1.521
H 0.710 1.840 0.044
H 0.340 1.021 1.548
H 1.949 1.626 1.055
H 2.211 -1.945 0.505
H 2.003 -0.955 1.796
H 3.169 -0.506 0.767
H 1.351 0.820 -1.903
H 2.483 -0.578 -1.698
H 0.790 -0.807 -1.878
```

---

Stability check: which of them is least stable? arrangement 2.

---

Arrangement 1

Computed, not measured: a single C4H9F molecule, with ωB97M-V/def2-TZVPD.

The calculation puts the HOMO-LUMO gap at 12.07 eV. As for the SMILES: CC(C)(C)F. For the HOMO energy, the calculation gives -11.10 eV.

Geometry as XYZ:
```
14
C4H9F, DFT ωB97M-V/def2-TZVPD
C -0.151 0.486 1.382
C 0.291 -0.230 0.105
C -1.090 -0.677 -0.452
C 1.287 0.280 -0.947
F 0.812 -1.469 0.488
H -0.875 1.268 1.043
H -0.821 -0.053 2.055
H 0.389 1.151 2.058
H -1.778 -1.266 0.004
H -1.562 0.281 -0.727
H -1.053 -1.169 -1.418
H 1.139 1.400 -1.181
H 2.305 0.276 -0.534
H 1.107 -0.279 -1.874
```

---

Arrangement 2

Computed, not measured: a molecular structure, C4H9F, with ωB97M-V/def2-TZVPD.

The calculation puts the HOMO-LUMO gap at 10.83 eV. For the HOMO energy, the calculation gives -10.00 eV.

Geometry as XYZ:
```
14
C4H9F, DFT ωB97M-V/def2-TZVPD
C 2.190 0.340 -0.096
C 0.645 -0.289 0.096
C -0.754 0.322 -0.359
C -1.932 -0.480 -0.016
H 2.834 0.033 1.235
H 3.195 -0.153 -0.901
H 1.913 1.499 -0.373
H 0.255 -1.542 0.169
H 0.356 0.235 1.113
H -0.701 0.393 -1.491
H -2.971 0.404 0.154
H -2.083 -1.407 -0.659
H -1.843 -0.843 1.009
F -1.105 1.490 0.119
```

---

Stability check: which of them is least stable? arrangement 2.